Entry 1:
# C35H30CoN4Se2Si

C35H30CoN4Se2Si as an isolated structure (ωB97M-V with the def2-TZVPD basis set, the OMol25 dataset).

The geometry in XYZ format:
```
73
Properties=species:S:1:pos:R:3:lowdin_charge:R:1
Co 0.9059 -0.1080 0.7161 0.193
Se 0.8307 -3.2885 2.1723 0.702
Se 2.9880 -2.5007 2.4808 0.681
C 3.5446 -1.9249 0.7230 -0.640
C 4.7037 -2.5058 0.2270 -0.107
C 5.2336 -2.0214 -0.9589 -0.050
C 4.5873 -0.9820 -1.6037 -0.037
C 3.4224 -0.4825 -1.0471 -0.113
N 2.9043 -0.9472 0.0906 0.009
C -0.1387 -1.9036 3.0926 -0.650
C -0.9348 -2.2580 4.1726 -0.091
C -1.6697 -1.2686 4.8035 -0.048
C -1.5537 0.0398 4.3618 -0.035
C -0.7266 0.3012 3.2842 -0.116
N -0.0541 -0.6576 2.6422 -0.028
H 5.1686 -3.3222 0.7613 0.096
H 6.1338 -2.4570 -1.3726 0.112
H 4.9584 -0.5710 -2.5315 0.114
H 2.8693 0.3149 -1.5267 0.098
H -0.9687 -3.2860 4.5040 0.102
H -2.3106 -1.5149 5.6400 0.113
H -2.0953 0.8469 4.8346 0.111
H -0.6120 1.3056 2.8912 0.099
N 2.5529 1.7463 2.3684 0.216
C 1.9079 1.0202 1.7213 -0.195
H 3.1826 2.1146 3.0461 0.101
C -3.7943 1.6075 -2.7906 -0.092
C -3.7880 1.2619 -1.4474 -0.078
C -2.6073 1.3296 -0.7222 -0.118
C -1.4081 1.7317 -1.3119 -0.315
C -1.4430 2.0906 -2.6618 -0.131
C -2.6188 2.0288 -3.3965 -0.091
Si 0.2053 1.8033 -0.3405 0.712
C 0.0926 3.3744 0.7257 -0.324
C 1.1656 4.2646 0.8141 -0.137
C 1.1175 5.3848 1.6325 -0.100
C -0.0167 5.6441 2.3900 -0.103
C -1.1024 4.7838 2.3077 -0.095
C -1.0453 3.6683 1.4819 -0.119
H -4.7104 1.5447 -3.3645 0.098
H -4.6959 0.9172 -0.9681 0.103
H -2.6224 1.0360 0.3201 0.083
H -0.5319 2.4214 -3.1506 0.091
H -2.6167 2.3062 -4.4436 0.098
H 1.2329 2.1778 -1.3713 -0.007
H 2.0573 4.0828 0.2227 0.091
H 1.9620 6.0626 1.6734 0.097
H -0.0603 6.5192 3.0263 0.097
H -2.0011 4.9890 2.8771 0.098
H -1.9168 3.0246 1.4130 0.088
C 2.2100 -2.4084 -3.8797 -0.108
C 1.5445 -1.1913 -3.8668 -0.084
C 0.7708 -0.8245 -2.7721 -0.045
C 0.6555 -1.6612 -1.6643 -0.346
C 1.3095 -2.8952 -1.7008 -0.049
C 2.0831 -3.2631 -2.7900 -0.087
N -0.0914 -1.2784 -0.5175 -0.050
C -1.3897 -1.7399 -0.5112 -0.291
C -2.2469 -1.5369 0.5909 -0.079
C -3.5471 -2.0085 0.6120 -0.110
C -4.0765 -2.7134 -0.4604 -0.128
C -3.2552 -2.9248 -1.5592 -0.103
C -1.9509 -2.4607 -1.5920 -0.022
H 2.8106 -2.6956 -4.7337 0.096
H 1.6181 -0.5241 -4.7177 0.102
H 0.2348 0.1158 -2.7705 0.082
H 1.1989 -3.5594 -0.8518 0.088
H 2.5872 -4.2225 -2.7922 0.102
H -1.8988 -0.9529 1.4256 0.067
H -4.1598 -1.8101 1.4854 0.097
H -5.0940 -3.0804 -0.4429 0.088
H -3.6345 -3.4621 -2.4210 0.097
H -1.3622 -2.6468 -2.4787 0.102
```

Properties
Multiplicity: 2
Kohn-Sham gap (spin up / spin down) in eV: 5.8 / 5.8
Expectation value of S²: 0.78

=====

Entry 2:
# C35H30F3N4O6ReSTe

C35H30F3N4O6ReSTe as an isolated structure (ωB97M-V with the def2-TZVPD basis set, the OMol25 dataset).

The geometry in XYZ format:
```
81
Properties=species:S:1:pos:R:3:lowdin_charge:R:1
Re 1.1629 0.0065 -0.2970 1.469
C 6.2004 -3.3245 4.1621 -0.032
C 5.1373 -2.3610 3.7222 -0.243
C 3.9172 -2.8130 3.2331 -0.017
C 2.9489 -1.9254 2.7922 -0.054
C 3.2136 -0.5664 2.8464 -0.295
C 4.4174 -0.0826 3.3512 -0.046
C 5.3685 -0.9853 3.7802 -0.010
S 2.0365 0.6288 2.3397 0.693
O 2.5445 1.2933 1.1178 -0.355
O 1.6154 1.3888 3.4609 -0.214
N 0.8554 -0.2462 1.5744 -0.266
C -0.2522 -0.9893 1.9957 -0.237
C -0.7159 -1.1572 3.2709 0.029
C -1.8672 -1.9458 3.4870 -0.036
C -2.5242 -2.5410 2.4473 -0.015
C -2.0622 -2.3715 1.1189 -0.145
C -2.6974 -2.9268 -0.0124 0.036
C -2.1842 -2.7029 -1.2598 0.001
C -1.0434 -1.9060 -1.4026 -0.072
N -0.4229 -1.3542 -0.3719 -0.025
C -0.9224 -1.5895 0.8989 -0.134
H 5.8185 -4.3422 4.2148 0.080
H 6.5935 -3.0512 5.1415 0.089
H 7.0344 -3.3121 3.4584 0.094
H 3.7242 -3.8767 3.1801 0.124
H 2.0157 -2.3020 2.3965 0.111
H 4.6076 0.9819 3.3972 0.131
H 6.3124 -0.6182 4.1632 0.128
H -0.2088 -0.6817 4.1005 0.128
H -2.2273 -2.0744 4.4984 0.119
H -3.4068 -3.1425 2.6218 0.126
H -3.5905 -3.5247 0.1196 0.135
H -2.6480 -3.1140 -2.1443 0.124
H -0.6253 -1.6977 -2.3729 0.074
O 0.1502 2.7596 1.3723 0.096
C -0.5438 2.4684 0.4367 -0.512
N -1.7408 3.0029 0.0907 0.176
C -2.4266 2.2817 -0.9599 -0.267
C -1.2895 1.3649 -1.4199 -0.458
O -1.3347 0.6419 -2.3912 0.001
N -0.2495 1.4299 -0.5147 -0.041
C -3.4944 1.3209 -0.4195 -0.150
C -3.5990 1.0540 0.9403 -0.016
C -4.5568 0.1606 1.4070 -0.077
C -5.3961 -0.4889 0.5165 -0.083
C -5.2755 -0.2445 -0.8470 -0.063
C -4.3315 0.6552 -1.3137 -0.025
C -2.9275 3.2200 -2.0444 -0.152
C -2.1004 3.6091 -3.0920 -0.015
C -2.5377 4.5445 -4.0173 -0.061
C -3.8033 5.1006 -3.9009 -0.072
C -4.6292 4.7218 -2.8533 -0.062
C -4.1936 3.7835 -1.9294 -0.027
H -2.1628 3.7234 0.6526 0.177
H -2.9558 1.5615 1.6488 0.118
H -4.6503 -0.0138 2.4714 0.109
H -6.1532 -1.1720 0.8805 0.108
H -5.9341 -0.7414 -1.5476 0.110
H -4.2513 0.8578 -2.3740 0.129
H -1.1082 3.1873 -3.1975 0.111
H -1.8878 4.8388 -4.8306 0.109
H -4.1442 5.8293 -4.6241 0.109
H -5.6155 5.1551 -2.7542 0.110
H -4.8470 3.4855 -1.1181 0.122
F 5.8329 -0.2578 -1.4610 0.173
C 4.8803 0.0434 -0.5788 -0.566
F 5.4668 0.4770 0.5319 0.184
F 4.1583 1.0531 -1.0927 0.094
C 4.0357 -1.2326 -0.2878 -0.483
O 4.6088 -2.2314 0.0201 0.183
O 2.7256 -1.1423 -0.4548 -0.247
C 0.5649 -0.8481 -4.3509 -0.399
Te 1.6198 0.5291 -3.1218 1.369
C 3.4645 -0.4035 -3.6197 -0.388
H 0.9516 -0.7163 -5.3584 0.015
H -0.4918 -0.6016 -4.3327 0.001
H 0.7490 -1.8681 -4.0204 0.018
H 3.4192 -0.6270 -4.6828 0.016
H 3.5948 -1.3259 -3.0586 0.020
H 4.2840 0.2812 -3.4288 0.004
```

Properties
Multiplicity: 2
Kohn-Sham gap (spin up / spin down) in eV: 7.0 / 7.2
Total charge: +1
Expectation value of S²: 0.76

=====

Entry 3:
# C35H30N11O4Ti

C35H30N11O4Ti as an isolated structure (ωB97M-V with the def2-TZVPD basis set, the OMol25 dataset).

The geometry in XYZ format:
```
81
Properties=species:S:1:pos:R:3:lowdin_charge:R:1
Ti -0.3174 -0.1329 0.0104 1.099
N 0.4515 -0.7183 2.0816 -0.011
C -0.4029 -0.2479 3.1806 -0.109
C -1.7446 0.1831 2.6269 -0.541
O -2.6082 0.6579 3.3402 0.079
N -1.8498 0.0346 1.2757 -0.098
C -3.1537 0.3566 0.7401 -0.112
C -3.0452 0.2883 -0.7641 -0.532
O -3.9358 0.3393 -1.5526 0.150
O -1.7392 0.1841 -1.1348 -0.166
H 0.4441 -1.7322 2.0229 0.102
H 1.4154 -0.4373 2.2243 0.102
H 0.0600 0.6102 3.6689 0.129
H -0.5593 -1.0101 3.9436 0.138
H -3.4940 1.3595 1.0260 0.134
H -3.9337 -0.3233 1.0918 0.148
C 0.9193 3.5835 -4.2863 -0.055
N 0.8811 2.3870 -3.4391 -0.092
C 0.6687 2.2869 -2.1304 -0.112
N 0.6341 1.0099 -1.7802 -0.014
C 0.8242 0.3594 -2.9637 -0.167
N 0.9737 1.1595 -3.9865 0.153
C -0.4651 4.0731 -4.6237 -0.196
C -0.9568 4.0467 -5.9206 -0.016
C -2.2485 4.4898 -6.1861 -0.042
C -3.0636 4.9404 -5.1620 0.003
C -2.5733 4.9590 -3.8594 -0.124
C -1.2751 4.5435 -3.6027 0.022
C -3.4083 5.3767 -2.7348 -0.286
N -4.5984 5.8555 -2.7032 0.141
N -4.9168 6.0233 -1.3498 0.140
C -3.8853 5.6402 -0.6899 -0.294
O -2.8776 5.2154 -1.4932 0.106
C -3.6634 5.5460 0.7520 -0.125
C -4.7157 5.7265 1.6441 0.003
C -4.4880 5.5620 3.0003 -0.039
C -3.2283 5.2029 3.4633 -0.016
C -2.1724 5.0401 2.5741 -0.206
C -0.8059 4.6850 3.0993 -0.044
N -0.1246 3.6951 2.2550 -0.089
C -0.6507 2.7048 1.5454 -0.117
N 0.3212 1.9676 1.0083 0.036
C 1.4497 2.5904 1.4551 -0.190
N 1.2200 3.6294 2.2164 0.141
C -2.3950 5.2273 1.2195 0.013
H 1.4758 3.2988 -5.1756 0.130
H 1.4940 4.3391 -3.7495 0.137
H 0.5488 3.1306 -1.4724 0.133
H 0.8405 -0.7142 -3.0588 0.131
H -0.3369 3.6750 -6.7270 0.119
H -2.6241 4.4675 -7.1997 0.114
H -4.0756 5.2667 -5.3585 0.125
H -0.9042 4.5843 -2.5871 0.109
H -5.6990 5.9738 1.2684 0.125
H -5.3013 5.6900 3.7011 0.116
H -3.0724 5.0425 4.5229 0.120
H -0.8819 4.2681 4.1033 0.135
H -0.1370 5.5444 3.1382 0.140
H -1.7102 2.5444 1.4492 0.137
H 2.4508 2.2726 1.2155 0.108
H -1.5856 5.1155 0.5093 0.123
C 4.1684 -0.8093 -0.5020 -0.032
C 4.2704 -2.1938 -0.5794 -0.024
C 3.1235 -2.9581 -0.5327 0.020
C 1.8823 -2.3346 -0.4016 -0.208
N 1.7934 -0.9946 -0.3191 0.004
C 2.9120 -0.2601 -0.3800 -0.125
C 0.5869 -3.0352 -0.3494 -0.200
C 0.4806 -4.4214 -0.4766 -0.021
C -0.7646 -5.0201 -0.4286 -0.058
C -1.9000 -4.2377 -0.2576 -0.052
C -1.7884 -2.8604 -0.1338 -0.072
C -0.5454 -2.2294 -0.1763 -0.148
H 5.0388 -0.1715 -0.5492 0.116
H 5.2361 -2.6701 -0.6822 0.122
H 3.1817 -4.0338 -0.5974 0.114
H 2.7747 0.8123 -0.3552 0.089
H 1.3566 -5.0393 -0.6222 0.107
H -0.8521 -6.0932 -0.5294 0.113
H -2.8763 -4.7036 -0.2253 0.114
H -2.6947 -2.2818 -0.0082 0.098
```

Properties
Kohn-Sham gap in eV: 7.6
Total charge: +1

=====

Across the entries above, total energy takes the values -8045.85055 -3066.18219 -3104.47334 hartree, respectively.
Across the entries above, energy above the lowest of the compared OMol25 structures with the same formula, charge and spin takes the values 3.1 1.6 0.0 kcal/mol, respectively.